C5H8N2 in the gas phase. Source: the Open Molecules 2025 dataset; level of theory: ωB97M-V/def2-TZVPD.

```
! RIJCOSX wB97M-V def2-TZVPD def2/J DEFGRID3
* xyz 0 1
C -1.8797 0.0861 0.5105
C -0.9821 -0.2773 -0.6717
N 0.4288 -0.0292 -0.4084
C 1.3386 -0.8809 0.1293
C 2.5443 -0.2154 0.3814
N 2.3124 1.1346 -0.0457
C 1.1096 1.1622 -0.5279
H -2.9286 -0.1284 0.2755
H -1.6044 -0.4891 1.4008
H -1.7946 1.1507 0.7520
H -1.2634 0.2932 -1.5624
H -1.0851 -1.3375 -0.9241
H 1.1344 -1.9335 0.2882
H 2.0466 -0.5504 1.3952
H 0.6233 2.0148 -0.9927
*
```

Results
Kohn-Sham gap = 9.04 eV
SMILES string = CCn1ccnc1
relative energy (zero: lowest compared OMol25 entry of this formula, charge and spin) = 71.0 kcal per mole
LUMO = 0.678 eV

A molecular structure, C5H8N2. Source: the Open Molecules 2025 dataset; level of theory: ωB97M-V/def2-TZVPD.

```
! RIJCOSX wB97M-V def2-TZVPD def2/J DEFGRID3
* xyz 0 1
C -2.0807 -0.1712 -0.4164
N -1.4035 -0.0874 0.8073
C -0.2618 -0.8566 0.7985
C 0.6342 0.0269 0.1327
C 2.0263 -0.2761 -0.3541
C 0.1653 1.3447 0.6392
N -1.0624 1.2980 1.0206
H -0.3241 0.1267 -0.9393
H -2.9763 0.4497 -0.5044
H -2.1641 -1.1724 -0.8437
H -0.4023 -1.9005 0.5236
H 2.3579 0.4995 -1.0553
H 2.0345 -1.2339 -0.8891
H 2.7452 -0.3336 0.4709
H 0.7115 2.2862 0.6095
*
```

Results
Kohn-Sham gap (alpha / beta) = 8.28 / 8.28 eV
relative energy (zero: lowest compared OMol25 entry of this formula, charge and spin) = 123.4 kcal per mole
LUMO (alpha / beta) = 0.316 / 0.316 eV

C5H8N2 in the gas phase. Source: the Open Molecules 2025 dataset; level of theory: ωB97M-V/def2-TZVPD.

```
! RIJCOSX wB97M-V def2-TZVPD def2/J DEFGRID3
* xyz 0 1
C -2.1875 -0.6931 -0.3721
C -0.7582 -0.8646 0.0019
C -0.1428 -1.0440 1.2842
N 0.9767 -0.3246 1.3840
N 1.1041 0.2653 0.1854
C 2.0565 1.2830 -0.1633
C 0.1418 -0.0963 -0.6691
H -2.7949 -1.5183 -0.0477
H -2.3120 -0.4843 -1.4493
H -2.4700 0.2453 0.1265
H -0.4390 -1.6334 2.1542
H 2.6311 0.8968 -1.0024
H 2.6796 1.4909 0.6992
H 1.5083 2.1827 -0.4635
H 0.0062 0.2945 -1.6680
*
```

Results
Kohn-Sham gap = 9.60 eV
SMILES string = Cc1cnn(C)c1
relative energy (zero: lowest compared OMol25 entry of this formula, charge and spin) = 30.2 kcal per mole
LUMO = 0.978 eV

C5H8N2 in the gas phase. Source: the Open Molecules 2025 dataset; level of theory: ωB97M-V/def2-TZVPD.

```
! RIJCOSX wB97M-V def2-TZVPD def2/J DEFGRID3
* xyz 0 1
H 1.8235 0.2434 1.9619
N 2.2625 1.0268 1.4651
C 1.5497 1.4595 0.5045
C -0.1781 0.9717 0.1301
C -0.1131 -0.4154 -0.1296
C 0.7111 -1.4041 -0.4196
C -1.8803 -0.8662 -0.1427
N -2.6508 -0.7898 -1.1471
H -2.1938 -0.3677 -1.9624
H 1.9526 2.2545 -0.1457
H -0.7176 1.2620 1.0313
H -0.4393 1.5786 -0.7364
H 0.3355 -2.3942 -0.6618
H 1.7767 -1.2395 -0.5444
H -2.2386 -1.3194 0.7967
*
```

Results
Kohn-Sham gap = 9.77 eV
SMILES string = [H]/N=C\CC(=C)/C=N\[H]
relative energy (zero: lowest compared OMol25 entry of this formula, charge and spin) = 90.8 kcal per mole
LUMO = 0.927 eV

The highest relative energy (zero: lowest compared OMol25 entry of this formula, charge and spin) belongs to which entry?
number 2